Computed, not measured: a molecular structure, C30H51BBaN4O6 in a non-equilibrium geometry, with ωB97M-V/def2-TZVPD.

LUMO energy, eV: 0.1
Energy relative to the best compared isomer or geometry (same formula, charge and spin), kcal per mole: 0.0
Calculated total energy, Ha: -1894.702384
Molecular weight, g/mol: 711.9
Strongest force on any atom, eV/Å: 1.11
Highest occupied orbital energy, Eh: -0.2620
Multiplicity: 1

Positions of all 93 atoms, in Å:
Ba: 1.0883 -1.9532 0.0030
C: -2.7655 1.9280 4.3744
C: -1.6387 1.5139 3.4248
C: -0.7940 2.7317 3.0202
C: 0.5957 2.4150 2.4422
C: 1.3675 1.4862 3.3808
C: 1.4341 3.6819 2.2762
N: 0.3713 1.7344 1.0728
C: 0.1338 2.7205 -0.0366
C: -0.8101 2.3699 -1.1867
N: -0.5009 1.2454 -2.0337
C: 0.8436 1.2452 -2.5986
C: 1.1810 -0.1761 -3.0857
O: 1.3053 -0.4102 -4.2750
O: 1.3180 -1.0041 -2.0998
C: -1.4951 1.0513 -3.1169
C: -1.6219 2.2488 -4.0729
C: -2.9059 0.6675 -2.6650
C: -3.0786 -0.5585 -1.7625
C: -2.1643 -1.7088 -2.1792
C: -4.5303 -1.0566 -1.8782
N: -2.7223 -0.1846 -0.3775
C: -3.7574 0.5170 0.3693
C: -3.2233 1.3440 1.5450
N: -2.0969 0.7363 2.2502
C: -2.2716 -0.6841 2.5595
C: -1.0987 -1.4681 1.9605
O: 0.0519 -1.0273 2.2290
O: -1.3239 -2.4442 1.1906
H: -2.3393 2.2707 5.3180
H: -3.4288 1.0880 4.5881
H: -3.3625 2.7419 3.9601
H: -0.9792 0.8411 3.9710
H: -0.6168 3.3270 3.9196
H: -1.3642 3.3781 2.3453
H: 1.3409 1.9189 4.3830
H: 2.4032 1.4260 3.0647
H: 0.9594 0.4807 3.4066
H: 1.7092 4.0317 3.2716
H: 0.9094 4.4945 1.7773
H: 2.3551 3.4558 1.7368
H: 1.1874 1.1146 0.8687
H: -0.4667 1.1292 1.2152
H: 1.1087 3.0335 -0.4043
H: -0.3343 3.5863 0.4235
H: -0.8552 3.3171 -1.7553
H: -1.8042 2.1950 -0.7745
H: 1.5734 1.4754 -1.8188
H: 0.9741 1.9572 -3.4203
H: -1.1076 0.2169 -3.7039
H: -2.1652 3.0755 -3.6083
H: -2.1819 1.9440 -4.9574
H: -0.6545 2.6142 -4.4106
H: -3.4663 0.4920 -3.5882
H: -3.3946 1.5263 -2.1903
H: -2.3519 -1.9899 -3.2175
H: -2.3604 -2.5813 -1.5503
H: -1.1105 -1.4429 -2.0991
H: -4.7145 -1.4418 -2.8822
H: -5.2530 -0.2606 -1.6903
H: -4.7120 -1.8646 -1.1653
H: -2.4811 -1.0423 0.1069
H: -4.5424 -0.1602 0.7321
H: -4.2665 1.2217 -0.2912
H: -4.0771 1.5369 2.2090
H: -2.8865 2.3177 1.1782
H: -3.2093 -1.0793 2.1752
H: -2.2726 -0.8532 3.6416
C: 8.5901 4.2270 1.3912
C: 7.2590 4.3023 2.1512
C: 6.4825 5.5140 1.6325
C: 7.5375 4.5206 3.6448
C: 6.4827 2.9973 1.9593
C: 7.0446 1.7933 2.3944
C: 6.3965 0.5663 2.2579
C: 5.1545 0.5740 1.6673
O: 4.2969 -0.4751 1.4178
B: 3.1251 0.0642 0.7982
O: 3.3565 1.4909 0.6765
C: 4.5890 1.7550 1.2248
C: 5.2213 2.9708 1.3563
H: 9.1517 5.1549 1.5224
H: 8.4141 4.0769 0.3245
H: 9.2091 3.4037 1.7485
H: 7.0725 6.4178 1.7932
H: 5.5343 5.6352 2.1604
H: 6.2798 5.4327 0.5631
H: 8.0804 5.4570 3.7929
H: 8.1376 3.7128 4.0639
H: 6.6017 4.5714 4.2049
H: 8.0225 1.8007 2.8589
H: 6.8479 -0.3545 2.6022
H: 4.7428 3.8690 0.9916

Forces on atoms 1 to 3 (eV/Å):
0.099 -0.596 0.261
0.093 0.030 -0.056
0.015 0.037 -0.045



Computed, not measured: 3 unconnected molecules or ions with the total composition C30H51F13N2O6S2 in a non-equilibrium geometry, with ωB97M-V/def2-TZVPD.

LUMO energy, eV: -0.1
Energy relative to the best compared isomer or geometry (same formula, charge and spin), kcal per mole: 6.5
Calculated total energy, Ha: -3829.163591
Molecular weight, g/mol: 846.9
Strongest force on any atom, eV/Å: 1.03
Highest occupied orbital energy, Eh: -0.2746
Multiplicity: 1

Positions of all 104 atoms, in Å:
C: 4.5307 0.7350 4.1339
C: 3.9241 1.1046 2.7670
C: 2.3853 1.2175 2.8632
C: 1.6051 0.1564 2.0691
C: 0.2623 -0.0861 2.7849
C: 1.4509 0.2262 0.5324
O: 1.1756 -1.0988 0.1197
C: 2.2852 -1.9776 -0.0913
C: 1.7525 -3.4241 -0.0564
C: 2.0732 -4.2229 -1.3374
C: 2.1497 -4.1782 1.2243
C: 1.4998 -3.5362 2.4731
C: 3.6568 -4.3720 1.3842
C: 2.5818 0.8599 -0.2824
N: 2.6998 2.2921 -0.0816
C: 4.0530 2.8331 -0.2145
C: 4.4117 3.2159 -1.6426
O: 2.4991 0.5786 -1.6424
C: 1.2396 0.6800 -2.2936
C: 1.2067 1.8381 -3.3283
O: 0.0559 2.0272 -3.7787
O: 2.2570 2.4069 -3.5952
C: -0.0220 0.7916 -1.4347
N: 0.1470 0.8651 0.0692
C: -0.1905 2.2118 0.6219
C: -1.6158 2.2515 1.2014
C: -2.6977 2.5628 0.1889
F: -2.4283 3.7632 -0.3830
F: -2.7936 1.6234 -0.7804
C: -4.1023 2.6974 0.8440
F: -5.0080 2.9936 -0.0993
F: -4.0531 3.7444 1.7044
C: -4.5467 1.4453 1.6673
F: -3.9252 0.3188 1.2496
F: -4.1823 1.6415 2.9526
C: -6.0783 1.1734 1.6574
F: -6.3328 0.3615 2.7132
F: -6.7403 2.3143 1.8548
C: -6.6039 0.4427 0.3755
F: -7.7940 0.9873 0.0535
F: -5.7711 0.6110 -0.6599
C: -6.8601 -1.0827 0.5491
F: -7.9260 -1.3043 1.2924
F: -7.0695 -1.5951 -0.6617
F: -5.8117 -1.7002 1.0858
H: 4.4260 1.5936 4.7980
H: 4.0530 -0.1406 4.5668
H: 5.6020 0.5707 4.0267
H: 4.2173 0.3238 2.0672
H: 4.3540 2.0627 2.4923
H: 2.0642 2.2460 2.6987
H: 2.1480 1.0131 3.9094
H: 2.1606 -0.7628 2.2530
H: -0.4551 -0.6400 2.1775
H: 0.4298 -0.6506 3.6977
H: -0.1896 0.8607 3.0836
H: 3.0346 -1.8484 0.6915
H: 2.7391 -1.7841 -1.0592
H: 0.6657 -3.3271 -0.0123
H: 1.1601 -4.5663 -1.8189
H: 2.6796 -5.0953 -1.1031
H: 2.6121 -3.6326 -2.0765
H: 1.7155 -5.1758 1.1202
H: 2.2480 -3.0785 3.1237
H: 0.9213 -4.2849 2.9970
H: 0.8037 -2.7632 2.1505
H: 4.2118 -3.4360 1.4077
H: 4.0368 -5.0093 0.5861
H: 3.8434 -4.9153 2.3106
H: 3.5196 0.3851 0.0269
H: 2.3009 2.6196 0.7812
H: 4.0965 3.7362 0.3998
H: 4.8246 2.1610 0.1794
H: 5.4115 3.6492 -1.6641
H: 4.3709 2.3463 -2.2942
H: 3.6897 3.9212 -2.0443
H: 1.1379 -0.2259 -2.8912
H: -0.6632 -0.0615 -1.6345
H: -0.5845 1.6546 -1.7800
H: -0.5629 0.2317 0.4299
H: 0.4749 2.5080 1.4216
H: -0.1145 2.9702 -0.1521
H: -1.6290 3.0757 1.9148
H: -1.8383 1.3592 1.7787
C: -2.7999 -3.3297 1.5163
S: -2.5969 -4.5351 2.8354
O: -1.1354 -4.7815 2.9658
C: -3.2840 -5.9237 1.9288
H: -2.3872 -2.3848 1.8661
H: -2.2602 -3.6638 0.6294
H: -3.8604 -3.2064 1.2966
H: -2.7132 -6.0793 1.0133
H: -4.3307 -5.7242 1.6997
H: -3.2098 -6.8034 2.5641
C: -0.0843 4.7308 -7.7304
S: 0.7215 3.1960 -7.2424
O: 1.4045 2.6729 -8.4592
C: -0.7915 2.2540 -7.0440
H: 0.6940 5.4625 -7.9358
H: -0.6818 4.5651 -8.6280
H: -0.7116 5.0820 -6.9112
H: -1.3480 2.2550 -7.9830
H: -1.3789 2.6901 -6.2375
H: -0.5117 1.2390 -6.7742

Forces on atoms 1 to 3 (eV/Å):
0.110 0.560 -0.491
-0.140 -0.158 0.823
0.497 -0.226 0.088



Computed, not measured: 8 unconnected molecules or ions with the total composition C30H51N5O8 in a non-equilibrium geometry, with ωB97M-V/def2-TZVPD.

LUMO energy, eV: 0.2
Energy relative to the best compared isomer or geometry (same formula, charge and spin), kcal per mole: 180.6
Calculated total energy, Ha: -2049.354360
SMILES: CCOC(C)=O.O=C1OCCO1.O=C1OCCO1.CCCC#N.CCCC#N.CCCC#N.CCCC#N.CCCC#N
Molecular weight, g/mol: 609.8
Strongest force on any atom, eV/Å: 2.18
Highest occupied orbital energy, Eh: -0.3772
Multiplicity: 1

Positions of all 94 atoms, in Å:
C: -2.4052 1.4477 -3.5937
C: -1.5068 1.1282 -2.4466
O: -2.0671 1.5730 -1.2068
C: -1.9657 2.8162 -0.7540
C: -2.5016 2.9167 0.6490
O: -1.5874 3.8015 -1.3431
H: -2.5570 2.5258 -3.6998
H: -3.3622 0.9312 -3.5089
H: -2.0205 1.1872 -4.5827
H: -1.4443 0.0455 -2.5630
H: -0.5299 1.6076 -2.5151
H: -1.9449 3.6100 1.2720
H: -2.4629 1.9204 1.0948
H: -3.5666 3.1494 0.6486
O: 3.2590 -1.9749 2.1138
C: 3.9687 -1.0174 2.2256
O: 4.6937 -0.4724 1.2601
C: 5.2580 0.7892 1.6501
C: 4.5049 1.0182 3.0008
O: 3.9872 -0.2240 3.3246
H: 6.3392 0.7363 1.7291
H: 4.8713 1.5489 0.9772
H: 3.6429 1.6839 2.9236
H: 5.1490 1.4333 3.7778
O: 2.1706 1.6516 0.9886
C: 1.3688 0.7875 1.2633
O: 0.6266 0.1401 0.3435
C: -0.0025 -0.9836 1.0354
C: -0.0463 -0.4776 2.4633
O: 1.0713 0.4000 2.4993
H: -1.0279 -1.0315 0.6730
H: 0.6665 -1.8015 0.7873
H: 0.2268 -1.2412 3.1934
H: -0.9483 0.0259 2.8105
C: 4.0692 2.3821 -1.9023
C: 4.0602 1.0323 -2.6480
C: 3.5034 1.0384 -4.0634
C: 4.4111 1.7056 -5.0142
N: 5.1081 2.2452 -5.7488
H: 4.0598 2.3203 -0.8183
H: 3.1982 3.0064 -2.1203
H: 4.9273 2.9077 -2.3209
H: 3.6746 0.2027 -2.0529
H: 5.1244 0.7777 -2.6841
H: 2.5392 1.5489 -4.0073
H: 3.2732 0.0219 -4.3797
C: -3.4937 -2.6212 2.1262
C: -4.5865 -2.9225 3.1375
C: -4.0428 -3.1064 4.5706
C: -2.9477 -2.1963 4.8836
N: -2.0537 -1.5332 5.1662
H: -2.9248 -1.7072 2.2793
H: -3.9269 -2.7341 1.1368
H: -2.7749 -3.4393 2.2566
H: -5.1346 -3.8233 2.8495
H: -5.3946 -2.1987 2.9965
H: -3.5762 -4.0871 4.7041
H: -4.7728 -3.0540 5.3790
C: -5.5946 -4.5158 -2.1836
C: -4.7422 -4.9611 -0.9931
C: -3.2320 -4.7799 -1.1779
C: -2.8236 -3.3730 -1.1202
N: -2.5540 -2.2567 -1.1254
H: -5.5256 -3.5057 -2.5837
H: -6.5955 -4.4443 -1.7349
H: -5.7624 -5.3039 -2.9160
H: -4.9927 -6.0021 -0.7947
H: -5.0574 -4.3768 -0.1259
H: -2.9689 -5.1698 -2.1620
H: -2.6887 -5.2773 -0.3732
C: 1.3635 -1.7306 -2.6586
C: 1.4001 -2.7848 -1.5686
C: 1.5866 -4.2304 -2.0534
C: 0.4684 -4.7543 -2.8520
N: -0.4310 -5.1466 -3.4500
H: 1.5428 -0.7680 -2.1749
H: 0.4164 -1.7470 -3.2015
H: 2.0807 -1.7068 -3.4849
H: 0.3910 -2.7436 -1.1590
H: 2.2223 -2.5957 -0.8801
H: 1.6856 -4.8726 -1.1771
H: 2.4006 -4.4373 -2.7548
C: 0.9793 7.5056 2.7315
C: 0.4175 6.3657 1.8962
C: 1.4722 5.2068 1.8513
C: 2.6659 5.6963 1.1792
N: 3.5831 6.0036 0.5599
H: 0.4654 8.4543 2.5704
H: 2.0232 7.7187 2.4909
H: 0.9964 7.3303 3.8089
H: 0.2259 6.6690 0.8673
H: -0.5146 5.9222 2.2465
H: 1.1023 4.2700 1.4360
H: 1.8169 4.9248 2.8510

Forces on atoms 1 to 3 (eV/Å):
-0.669 1.415 -1.128
0.364 0.547 -0.981
-0.201 -1.412 0.324